i:
# C2H4N3P

A single C2H4N3P molecule (ωB97M-V/def2-TZVPD, the Open Molecules 2025 dataset).

Each atom is followed by the atoms it is bonded to, with distances in Å.
CARTESIAN COORDINATES (ANGSTROEM)
1 P -0.20 1.08 1.74  C6 1.871, H7 1.379, H9 1.342
2 N -0.72 -0.78 -1.71  N3 1.105, C5 1.271
3 N -0.67 -1.30 -2.68  N2 1.105
4 N 1.54 0.16 -0.07  C6 1.254, H8 1.099
5 C -0.85 -0.06 -0.67  N2 1.271, C6 1.444, H10 1.063
6 C 0.31 0.25 0.14  P1 1.871, N4 1.254, C5 1.444
7 H -0.50 -0.11 2.37  P1 1.379
8 H 1.85 -0.04 -1.10  N4 1.099
9 H 1.04 0.77 2.16  P1 1.342
10 H -1.79 0.02 -0.19  C5 1.063

## Properties
Frontier orbital gap = 9.30 eV
LUMO energy = 0.33 eV

Mulliken population analysis, charges in e, atoms 1 to 2: atom 1 (P): -0.1371, atom 2 (N): 0.5949

ii:
# C2H4N3P

A single C2H4N3P molecule (ωB97M-V/def2-TZVPD, the Open Molecules 2025 dataset).

Each atom is followed by the atoms it is bonded to, with distances in Å.
CARTESIAN COORDINATES (ANGSTROEM)
1 P 0.19 -1.39 1.39  N4 1.673, C5 1.794, H9 1.308
2 N -0.67 0.86 0.41  C5 1.254, C6 1.423
3 N 0.66 0.90 -1.60  C6 1.346, H8 1.021, H10 1.035
4 N 0.83 -0.84 -0.05  P1 1.673, C6 1.309
5 C -0.93 0.01 1.29  P1 1.794, N2 1.254, H7 1.074
6 C 0.32 0.30 -0.45  N2 1.423, N3 1.346, N4 1.309
7 H -1.75 0.19 1.96  C5 1.074
8 H 0.21 1.78 -1.84  N3 1.021
9 H -0.42 -2.44 0.90  P1 1.308
10 H 1.57 0.62 -2.01  N3 1.035

## Properties
Frontier orbital gap = 9.18 eV
LUMO energy = 0.56 eV

Mulliken population analysis, charges in e, atoms 1 to 2: atom 1 (P): 0.0307, atom 2 (N): -0.4889

iii:
# C2H4N3P

A single C2H4N3P molecule (ωB97M-V/def2-TZVPD, the Open Molecules 2025 dataset).

Each atom is followed by the atoms it is bonded to, with distances in Å.
CARTESIAN COORDINATES (ANGSTROEM)
1 P -0.06 -1.41 -1.49  C6 1.874, H8 1.432, H9 1.280
2 N -0.61 1.39 2.55  N3 1.116
3 N -0.89 1.07 1.52  N2 1.116, C5 1.295
4 N 1.48 -0.25 0.34  C6 1.254, H7 1.012
5 C -0.92 0.49 0.36  N3 1.295, C6 1.491, H10 1.002
6 C 0.27 -0.32 0.00  P1 1.874, N4 1.254, C5 1.491
7 H 1.79 0.38 1.06  N4 1.012
8 H 1.25 -1.33 -2.05  P1 1.432
9 H -0.55 -0.40 -2.11  P1 1.280
10 H -1.76 0.37 -0.18  C5 1.002

## Properties
Frontier orbital gap = 9.29 eV
LUMO energy = 0.28 eV

Mulliken population analysis, charges in e, atoms 1 to 2: atom 1 (P): -0.1019, atom 2 (N): -0.5393

Tell me which of them is the least stable. Sure, it is iii.

i:
# C7H19NO

3 unconnected molecules or ions with the total composition C7H19NO (ωB97M-V/def2-TZVPD, the Open Molecules 2025 dataset).

Each atom is followed by the atoms it is bonded to, with distances in Å.
CARTESIAN COORDINATES (ANGSTROEM)
1 O -0.30 -0.92 1.22  N2 1.414
2 N -1.12 -0.17 2.09  O1 1.414, H10 1.020, H27 1.020
3 C -1.25 0.32 -1.21  C5 1.532, C7 1.522, H16 1.158, H19 1.085
4 C 1.67 0.86 -0.55  C9 1.509, H17 1.088, H21 1.089, H24 1.095
5 C -2.57 -0.45 -1.22  C3 1.532, H18 1.089, H20 1.092, H26 1.090
6 C 1.68 -1.65 -0.31  C9 1.509, H11 1.087, H12 1.094, H22 1.089
7 C -1.44 1.79 -0.87  C3 1.522, H13 1.090, H23 1.090, H28 1.092
8 C 2.12 -0.15 1.69  C9 1.507, H14 1.093, H15 1.093, H25 1.089
9 C 1.42 -0.32 0.36  C4 1.509, C6 1.509, C8 1.507
10 H -0.97 -0.51 3.04  N2 1.020
11 H 1.37 -2.46 0.34  C6 1.087
12 H 2.74 -1.74 -0.56  C6 1.094
13 H -1.78 1.89 0.16  C7 1.090
14 H 3.18 -0.43 1.63  C8 1.093
15 H 1.64 -0.83 2.40  C8 1.093
16 H -0.74 -0.20 -0.31  C3 1.158
17 H 1.30 0.70 -1.56  C4 1.088
18 H -3.03 -0.39 -0.24  C5 1.089
19 H -0.71 0.17 -2.15  C3 1.085
20 H -3.25 -0.04 -1.98  C5 1.092
21 H 1.37 1.79 -0.08  C4 1.089
22 H 1.12 -1.73 -1.24  C6 1.089
23 H -0.51 2.35 -0.98  C7 1.090
24 H 2.75 0.96 -0.71  C4 1.095
25 H 1.99 0.85 2.09  C8 1.089
26 H -2.41 -1.51 -1.43  C5 1.090
27 H -2.08 -0.44 1.86  N2 1.020
28 H -2.18 2.25 -1.51  C7 1.092

## Properties
Frontier orbital gap = 8.66 eV
LUMO energy = 0.39 eV

Mulliken population analysis, charges in e, atoms 1 to 2: atom 1 (O): -0.4048, atom 2 (N): -0.5736

ii:
# C7H19NO

2 unconnected molecules or ions with the total composition C7H19NO (ωB97M-V/def2-TZVPD, the Open Molecules 2025 dataset).

Each atom is followed by the atoms it is bonded to, with distances in Å.
CARTESIAN COORDINATES (ANGSTROEM)
1 O 0.15 -2.05 0.58  C9 1.403, H11 0.973
2 N -1.96 -0.40 0.04  C5 1.448, C7 1.447, H10 1.008
3 C 2.51 0.85 0.87  C8 1.533, H19 1.087, H21 1.088, H28 1.089
4 C 0.56 1.18 -0.58  C8 1.541, H14 1.088, H20 1.090, H22 1.090
5 C -2.50 -0.43 -1.30  N2 1.448, H13 1.090, H15 1.101, H18 1.089
6 C 2.08 -0.71 -1.08  C8 1.528, H17 1.088, H25 1.088, H27 1.087
7 C -2.67 0.46 0.96  N2 1.447, H12 1.090, H24 1.089, H26 1.101
8 C 1.45 0.09 0.06  C3 1.533, C4 1.541, C6 1.528, C9 1.566
9 C 0.81 -0.91 1.08  O1 1.403, C8 1.566, H16 1.096, H23 1.100
10 H -1.02 -0.03 -0.03  N2 1.008
11 H -0.78 -1.83 0.38  O1 0.973
12 H -3.68 0.07 1.12  C7 1.090
13 H -3.50 -0.88 -1.27  C5 1.090
14 H -0.05 0.80 -1.39  C4 1.088
15 H -2.59 0.57 -1.76  C5 1.101
16 H 1.64 -1.32 1.66  C9 1.096
17 H 1.31 -1.29 -1.59  C6 1.088
18 H -1.86 -1.05 -1.92  C5 1.089
19 H 3.23 0.17 1.31  C3 1.087
20 H 1.21 1.93 -1.02  C4 1.090
21 H 3.04 1.55 0.24  C3 1.088
22 H -0.06 1.69 0.16  C4 1.090
23 H 0.17 -0.36 1.78  C9 1.100
24 H -2.15 0.45 1.92  C7 1.089
25 H 2.56 -0.05 -1.79  C6 1.088
26 H -2.76 1.50 0.61  C7 1.101
27 H 2.82 -1.41 -0.69  C6 1.087
28 H 2.03 1.41 1.67  C3 1.089

## Properties
Frontier orbital gap = 10.12 eV
LUMO energy = 0.82 eV

Mulliken population analysis, charges in e, atoms 1 to 2: atom 1 (O): -0.6515, atom 2 (N): -0.3692

Tell me which of them is the least stable. Sure, it is i.

i:
# C7H19NO

2 unconnected molecules or ions with the total composition C7H19NO (ωB97M-V/def2-TZVPD, the Open Molecules 2025 dataset).

Each atom is followed by the atoms it is bonded to, with distances in Å.
CARTESIAN COORDINATES (ANGSTROEM)
1 O 2.79 0.72 -2.07  H18 0.952, H25 0.864
2 N -0.95 -0.25 0.23  C3 1.501, C7 1.525, C9 1.554
3 C -2.20 -0.99 0.62  N2 1.501, H14 1.032, H23 1.066, H28 1.142
4 C 2.32 -2.41 0.09  C5 1.515, H10 1.107, H11 1.183, H27 1.089
5 C 1.19 -1.55 -0.43  C4 1.515, C7 1.497, H13 1.142, H22 1.207
6 C 0.02 2.03 0.40  C9 1.519, H12 1.044, H20 1.088, H24 1.199
7 C 0.31 -1.00 0.65  N2 1.525, C5 1.497, H15 1.158, H16 1.180
8 C -2.36 1.89 -0.28  C9 1.560, H17 1.109, H19 1.175, H26 1.144
9 C -1.25 1.23 0.60  N2 1.554, C6 1.519, C8 1.560, H21 0.989
10 H 1.93 -3.27 0.65  C4 1.107
11 H 2.78 -1.68 0.90  C4 1.183
12 H 0.40 2.42 1.28  C6 1.044
13 H 1.71 -0.80 -1.11  C5 1.142
14 H -2.29 -0.94 1.65  C3 1.032
15 H 0.85 -0.28 1.39  C7 1.158
16 H 0.08 -1.92 1.36  C7 1.180
17 H -3.38 1.64 0.05  C8 1.109
18 H 3.00 1.58 -1.71  O1 0.952
19 H -2.37 1.85 -1.46  C8 1.175
20 H 0.89 1.44 0.13  C6 1.088
21 H -1.55 1.35 1.54  C9 0.989
22 H 0.53 -2.19 -1.21  C5 1.207
23 H -2.96 -0.38 0.18  C3 1.066
24 H -0.11 2.84 -0.48  C6 1.199
25 H 2.03 0.40 -2.33  O1 0.864
26 H -2.31 3.02 -0.11  C8 1.144
27 H 3.01 -2.71 -0.70  C4 1.089
28 H -2.11 -2.04 0.18  C3 1.142

## Properties
Frontier orbital gap = 9.22 eV
LUMO energy = 0.90 eV

Mulliken population analysis, charges in e, atoms 1 to 2: atom 1 (O): -0.6373, atom 2 (N): 0.0198

ii:
# C7H19NO

2 unconnected molecules or ions with the total composition C7H19NO (ωB97M-V/def2-TZVPD, the Open Molecules 2025 dataset).

Each atom is followed by the atoms it is bonded to, with distances in Å.
CARTESIAN COORDINATES (ANGSTROEM)
1 O -2.30 -0.60 2.96  H12 0.959, H13 0.961
2 N -0.37 -1.13 0.76  C5 1.462, C7 1.485, H17 1.009
3 C -1.19 0.47 -2.01  C6 1.543, C8 1.506, H11 1.084, H14 1.076
4 C 1.47 0.68 1.17  C5 1.543, C9 1.537, H20 1.090, H24 1.088
5 C 0.88 -0.72 1.42  N2 1.462, C4 1.543, H26 1.094, H27 1.091
6 C -1.39 1.48 -0.87  C3 1.543, H10 1.084, H15 1.095, H19 1.095
7 C -0.30 -1.61 -0.64  N2 1.485, C8 1.538, H18 1.084, H25 1.090
8 C -0.12 -0.57 -1.75  C3 1.506, C7 1.538, H16 1.081, H22 1.098
9 C 2.46 0.83 0.01  C4 1.537, H21 1.093, H23 1.094, H28 1.094
10 H -1.85 1.11 0.04  C6 1.084
11 H -2.14 0.08 -2.36  C3 1.084
12 H -2.52 -0.78 2.04  O1 0.959
13 H -1.61 -1.24 3.15  O1 0.961
14 H -0.89 1.11 -2.81  C3 1.076
15 H -0.43 1.99 -0.73  C6 1.095
16 H 0.84 -0.12 -1.57  C8 1.081
17 H -1.13 -0.47 0.75  N2 1.009
18 H -1.27 -2.09 -0.75  C7 1.084
19 H -1.96 2.34 -1.25  C6 1.095
20 H 0.62 1.35 0.99  C4 1.090
21 H 2.96 -0.11 -0.23  C9 1.093
22 H 0.12 -1.17 -2.64  C8 1.098
23 H 2.04 1.22 -0.92  C9 1.094
24 H 2.08 0.89 2.06  C4 1.088
25 H 0.57 -2.26 -0.71  C7 1.090
26 H 1.57 -1.54 1.21  C5 1.094
27 H 0.59 -0.66 2.47  C5 1.091
28 H 3.29 1.53 0.22  C9 1.094

## Properties
Frontier orbital gap = 9.50 eV
LUMO energy = 0.91 eV

Mulliken population analysis, charges in e, atoms 1 to 2: atom 1 (O): -0.6459, atom 2 (N): -0.0299

Tell me which of them is the least stable. Sure, it is i.